C18H37Cl16O4PS | ωB97M-V with the def2-TZVPD basis set

As for the largest force on an atom: 0.02979 hartree/bohr. The total energy comes out at -9111.6590 a.u. The calculation puts the lowest unoccupied orbital energy at 0.421 eV. Its HOMO energy is -8.645 eV.

Structure (ORCA input):
```
! RIJCOSX wB97M-V def2-TZVPD def2/J DEFGRID3
* xyz 0 1
C 2.53175 -1.50318 0.87247
C 2.58974 -1.21629 2.37003
Cl 4.28206 -0.92582 2.89930
C 1.55860 -0.14071 2.81742
Cl 2.14255 0.91916 4.14813
O 1.00084 0.58056 1.73814
S 1.69968 2.05147 1.37039
O 1.09907 2.40597 0.12359
O 3.27762 1.62400 1.11965
P 3.98476 2.12046 -0.33601
C 5.47235 1.05248 -0.28697
O 4.59665 3.59967 0.00931
H 2.53583 -0.60603 0.26873
H 1.62506 -2.08823 0.72062
H 3.36201 -2.15186 0.61021
H 2.29816 -2.14111 2.85678
H 0.71948 -0.66787 3.25122
H 5.13123 0.07091 0.03973
H 5.94513 1.00093 -1.26010
H 6.14634 1.42932 0.48274
H 4.11852 4.27566 -0.49388
Cl 2.25639 -4.54423 -1.27391
C 3.76758 -5.08853 -2.04883
C 4.98643 -4.61538 -1.30065
Cl 5.20925 -2.84698 -1.41608
H 3.76641 -4.72991 -3.07596
H 3.74694 -6.18257 -2.06302
H 5.87889 -5.07233 -1.72642
H 4.93550 -4.87885 -0.24695
Cl -2.58429 3.03659 -4.38067
C -1.34321 3.52995 -3.19484
C -1.67088 3.06420 -1.80184
Cl -3.08817 3.91523 -1.12476
H -1.24664 4.61171 -3.24144
H -0.40289 3.08627 -3.51687
H -0.83159 3.26783 -1.13910
H -1.87505 1.99716 -1.77505
Cl -6.15190 4.38161 -8.32092
C -5.09498 4.65338 -6.91037
C -5.84608 5.22146 -5.73449
Cl -6.38717 6.89559 -6.02573
H -4.28467 5.30865 -7.21928
H -4.67181 3.68751 -6.64035
H -5.19335 5.24528 -4.86303
H -6.72070 4.62242 -5.49418
Cl 1.04015 4.23113 3.05781
C 0.52917 5.93774 3.12762
C 0.35622 6.52009 1.74787
Cl 1.91296 6.69617 0.89225
H 1.26561 6.48997 3.70664
H -0.42053 5.96896 3.66026
H -0.07883 7.51550 1.82019
H -0.29576 5.90223 1.13468
Cl -1.68377 0.55253 4.39481
C -2.77144 -0.20140 3.19954
C -2.64534 -1.70668 3.19938
Cl -1.05477 -2.20921 2.56549
H -2.53813 0.21529 2.22197
H -3.78353 0.08699 3.46439
H -3.39666 -2.15333 2.55383
H -2.76138 -2.12160 4.19718
Cl -6.40994 1.16284 5.18104
C -7.49310 0.38328 4.00078
C -7.34344 -1.11606 4.00343
Cl -5.75882 -1.62281 3.36103
H -7.27952 0.80254 3.02065
H -8.51228 0.65002 4.27554
H -8.10453 -1.56433 3.36691
H -7.44636 -1.52775 5.00404
Cl 2.90220 -9.50432 -0.16175
C 3.19370 -9.83846 -1.88636
C 4.63902 -9.64032 -2.26499
Cl 5.11464 -7.92076 -2.19995
H 2.53749 -9.19622 -2.46886
H 2.90921 -10.87424 -2.06395
H 4.80213 -9.97591 -3.28776
H 5.30425 -10.19742 -1.61048
*
```

C12H28MgO7 | ωB97M-V with the def2-TZVPD basis set

As for the largest force on an atom: 0.04796 hartree/bohr. The total energy comes out at -1200.8340 a.u. The calculation puts the lowest unoccupied orbital energy at 4.753 eV. Its HOMO energy is -0.975 eV.

Structure (ORCA input):
```
! RIJCOSX wB97M-V def2-TZVPD def2/J DEFGRID3
* xyz -2 1
Mg -8.82762 15.55922 23.67768
C -7.93669 18.50920 25.46702
C -9.03908 18.59883 24.40771
O -9.47172 17.39906 23.91210
H -7.54069 19.50155 25.73243
H -7.04136 17.97792 25.14568
H -8.44953 18.08638 26.33480
H -8.67013 19.25668 23.58908
H -9.91971 19.16716 24.76262
C -11.53386 13.35206 26.12602
C -10.03624 13.60520 26.14844
O -9.67307 14.51294 25.18756
H -12.10553 14.27234 26.28975
H -11.80947 12.76432 27.01877
H -11.89140 12.91994 25.19017
H -9.52676 12.63799 25.98529
H -9.81807 14.02202 27.14963
C -5.73975 14.96835 25.53801
C -5.66110 15.40928 24.07037
O -6.87930 15.42280 23.40499
H -6.33419 15.68377 26.10147
H -4.69882 14.84105 25.86907
H -6.13994 13.95325 25.55133
H -5.10104 14.64957 23.48999
H -5.14816 16.37485 23.91326
C -10.68588 15.39799 19.79408
C -10.74052 14.75688 21.22711
C -11.39670 13.37089 21.14190
O -9.53314 14.86135 21.85992
H -10.58708 16.48331 19.78142
H -11.61622 15.14430 19.26998
H -9.83951 14.96168 19.25280
H -11.41187 15.45970 21.75295
H -12.10175 13.31330 20.31252
H -11.83208 13.18742 22.12429
H -10.59975 12.65721 20.91395
C -8.87898 11.85608 23.04109
O -7.73006 11.17412 23.56192
C -6.54362 11.42819 23.04801
O -6.26965 12.23568 22.20100
O -5.67376 10.58913 23.60612
C -4.29075 10.67051 23.41894
H -8.90441 11.75879 21.95737
H -8.83595 12.92150 23.28034
H -9.80530 11.49207 23.47805
H -3.92551 9.89266 22.74604
H -3.81690 10.50982 24.38744
H -3.98708 11.64648 23.03856
*
```

BrHN2O2 | ωB97M-V with the def2-TZVPD basis set

As for the largest force on an atom: 0.04871 hartree/bohr. The total energy comes out at -2834.3594 a.u. As for the SMILES: O=NNOBr. The calculation puts the lowest unoccupied orbital energy at -0.429 eV. As for the energy relative to the best compared isomer or geometry (same formula, charge and spin): 119.00 kJ/mol. Its HOMO energy is -9.585 eV.

Structure (ORCA input):
```
! RIJCOSX wB97M-V def2-TZVPD def2/J DEFGRID3
* xyz 0 1
O -1.70188 -0.86853 0.93756
N -0.69162 -0.45144 0.44143
N -0.39357 0.36624 -0.37021
O 1.29792 0.45768 -0.57309
Br 2.08100 -0.70149 0.47802
H -0.59184 1.19753 -0.91370
*
```